46
Properties=species:S:1:pos:R:3 method="wB97M-V/def2-TZVPD" e_homo_ev="-1.4 / -5.2" total_charge=-1 spin_multiplicity=6 e_above_lowest_kcal_mol=0.0 e_tot_ha=-2266.438230
Ru 0.07703 0.28316 1.44781
Cl 1.87546 1.81400 1.30264
Cl -1.46730 -1.48230 1.36515
H -0.65867 1.64802 1.84907
H 1.27317 -0.38637 2.23472
P 0.11851 0.12853 -0.80041
C 1.80876 -0.48210 -1.29218
C -1.04819 -0.80910 -1.95372
C 0.09841 1.88919 -1.44405
C 2.25567 -1.59044 -0.34591
H 2.43868 0.40138 -1.09737
C 1.94531 -0.91289 -2.75976
H 1.47601 -1.88970 -2.93423
H 3.01720 -1.01567 -2.97834
H 1.53149 -0.18421 -3.46620
H 2.19821 -1.25458 0.70058
H 3.29975 -1.83987 -0.57355
H 1.64903 -2.49807 -0.46214
H 1.03229 2.28379 -1.01228
C -1.05028 2.65103 -0.79536
C 0.14407 2.02944 -2.97000
H 1.14543 1.82721 -3.35875
H -0.11116 3.06693 -3.22782
H -0.58010 1.38008 -3.47885
H -0.94440 2.62494 0.29813
H -2.03335 2.24177 -1.05790
H -1.00505 3.69903 -1.11464
C -1.05305 -2.31760 -1.69235
H -0.67393 -0.65807 -2.98036
C -2.47028 -0.25313 -1.87737
H -0.06755 -2.77955 -1.81334
H -1.74992 -2.77500 -2.40696
H -1.42162 -2.52542 -0.67795
H -2.85630 -0.27563 -0.85050
H -3.11196 -0.89827 -2.49169
H -2.53786 0.76297 -2.28041
C 0.38157 1.05890 4.65228
S -0.71938 0.03875 3.67798
C -0.49434 -1.57640 4.44430
O -2.10109 0.44394 3.97095
H 1.35461 1.00419 4.16603
H 0.41679 0.70576 5.69081
H -0.01322 2.07693 4.58536
H -1.48756 -1.97584 4.67059
H 0.03841 -2.25739 3.77650
H 0.08074 -1.42238 5.36148